43
Properties=species:S:1:pos:R:3:mulliken_charge:R:1 method="wB97M-V/def2-TZVPD" gap_ev=6.603 homo_energy_ev=-8.742 e_tot_ha=-1866.1495
S -3.28925 -2.35190 -3.30847 -0.172
S 1.44562 -0.40181 -1.63340 -0.296
O 0.58104 3.83230 6.58663 -0.529
O -1.50006 -0.57943 -2.53391 -0.270
N 2.85345 0.66272 6.54802 -0.500
N -0.39709 3.62028 4.50236 -0.725
C -0.15145 2.75842 3.53159 0.052
C -1.34756 3.26158 1.27046 -0.561
C -0.18916 -1.79049 -4.22421 -1.649
C 1.17542 1.04873 2.65496 -0.345
C 0.32435 -1.89002 -1.64733 0.214
C 0.89591 1.85998 3.82218 0.533
C 1.31113 0.10654 0.02961 0.603
C -2.78760 -0.60634 -3.16933 -0.547
C 0.44935 3.19467 5.52805 0.326
C -0.44929 1.84094 -0.56197 -0.769
C 1.25486 2.06800 5.09326 0.891
C 2.11297 -0.46014 1.07324 -0.627
C 2.05980 0.02435 2.39798 -1.044
C 0.41900 1.14721 0.31417 0.795
C -1.74530 -3.02301 -2.62728 -0.814
C -0.48251 2.57580 2.12007 -0.794
C -1.29957 2.88671 -0.09522 -1.042
C -0.77356 -1.79910 -2.74800 0.550
C 0.36310 1.56572 1.64248 1.420
C 2.15145 1.28484 5.89476 -0.055
C 1.24195 -3.10546 -1.87685 -1.492
H -1.35601 -3.89738 -3.16473 0.427
H 0.22191 -2.78881 -4.48144 0.399
H -0.96914 -1.57678 -4.92134 0.484
H -0.44779 1.53664 -1.61866 0.478
H -1.97377 4.06364 1.63187 0.558
H -3.55467 -0.01340 -2.62656 0.351
H -1.94612 3.38980 -0.81703 0.382
H 0.60131 -1.05044 -4.37536 0.317
H 0.67697 -4.05938 -1.98321 0.351
H 1.97231 -3.20565 -1.04922 0.356
H -1.89547 -3.34138 -1.58507 0.443
H 2.69375 -0.39347 3.16338 0.572
H -2.70471 -0.17593 -4.16926 0.350
H 2.81650 -1.26763 0.84264 0.419
H 1.82982 -2.99710 -2.76566 0.387
H -0.19189 -1.95383 -0.66418 0.575